{
  "formula": "C49H41N8O3RuS",
  "method": "ωB97M-V/def2-TZVPD",
  "elements": ["Ru", "C", "O", "C", "C", "C", "C", "C", "C", "N", "N", "C", "C", "C", "C", "O", "C", "N", "C", "C", "C", "C", "H", "H", "H", "H", "H", "H", "H", "H", "H", "H", "H", "H", "S", "C", "C", "C", "C", "C", "C", "C", "C", "C", "N", "H", "H", "H", "H", "H", "H", "C", "O", "C", "C", "C", "C", "C", "C", "C", "N", "C", "C", "N", "C", "C", "C", "C", "N", "C", "C", "N", "C", "C", "C", "C", "H", "H", "H", "H", "H", "H", "H", "H", "H", "H", "H", "H", "H", "H", "C", "C", "C", "C", "H", "H", "H", "H", "H", "H", "H", "H", "H"],
  "xyz": [[-1.39, 1.87, -1.49], [0.82, 2.43, 11.32], [0.81, 3.44, 10.32], [0.06, 3.48, 9.19], [-0.62, 2.37, 8.64], [-1.17, 2.45, 7.40], [-1.09, 3.64, 6.61], [-0.57, 4.75, 7.22], [0.05, 4.69, 8.45], [-1.33, 3.54, 5.30], [-1.06, 4.53, 4.54], [-1.04, 4.30, 3.21], [-1.04, 5.49, 2.42], [-0.92, 5.42, 1.06], [-1.02, 4.16, 0.42], [-0.85, 3.95, -0.85], [-1.19, 2.94, 1.24], [-1.31, 1.82, 0.53], [-0.74, 0.60, 1.10], [-0.69, 0.62, 2.58], [-0.77, 1.76, 3.28], [-0.97, 3.01, 2.62], [1.24, 2.92, 12.23], [1.48, 1.61, 11.06], [-0.19, 2.04, 11.61], [-0.68, 1.46, 9.20], [-1.68, 1.59, 6.96], [-0.46, 5.62, 6.53], [0.58, 5.53, 8.93], [-1.10, 6.45, 2.90], [-0.85, 6.32, 0.46], [-1.30, -0.28, 0.80], [-0.59, -0.35, 3.09], [-0.51, 1.75, 4.38], [-4.06, 4.49, -3.88], [-4.63, 4.52, -2.24], [-4.01, 3.64, -1.43], [-2.97, 2.92, -2.04], [-2.90, 3.26, -3.39], [-1.74, 2.93, -4.15], [-1.46, 3.48, -5.42], [-0.17, 3.31, -5.95], [0.76, 2.57, -5.21], [0.42, 2.12, -3.94], [-0.82, 2.29, -3.42], [-5.41, 5.22, -2.00], [-4.30, 3.58, -0.40], [-2.26, 3.97, -6.01], [0.11, 3.68, -6.95], [1.74, 2.36, -5.68], [1.14, 1.54, -3.37], [6.88, -9.91, -2.41], [6.09, -9.30, -3.43], [5.41, -8.16, -3.17], [4.62, -7.65, -4.23], [3.88, -6.49, -4.06], [3.94, -5.81, -2.82], [4.74, -6.29, -1.77], [5.46, -7.44, -1.91], [3.20, -4.60, -2.74], [2.47, -4.12, -3.77], [1.89, -2.96, -3.36], [2.27, -2.67, -2.04], [3.11, -3.69, -1.66], [1.75, -1.60, -1.29], [2.16, -1.42, 0.06], [1.54, -0.54, 0.85], [0.66, 0.49, 0.29], [0.29, 0.33, -1.14], [0.72, -0.71, -1.84], [0.18, -1.22, -3.16], [-0.97, -0.67, -3.60], [-1.53, -1.21, -4.69], [-0.92, -2.17, -5.50], [0.32, -2.65, -5.15], [0.83, -2.24, -3.93], [7.24, -10.86, -2.82], [6.32, -10.13, -1.48], [7.76, -9.31, -2.19], [4.69, -8.19, -5.18], [3.32, -6.01, -4.87], [4.83, -5.62, -0.90], [6.14, -7.80, -1.11], [3.43, -3.86, -0.71], [2.94, -2.13, 0.40], [1.71, -0.58, 1.95], [1.11, 1.49, 0.38], [-2.48, -0.74, -4.97], [-1.40, -2.49, -6.42], [0.83, -3.42, -5.76], [-4.09, -0.83, 0.46], [-3.98, 0.45, -0.39], [-5.32, 0.68, -1.13], [-2.79, 0.39, -1.35], [-5.05, -0.85, 1.04], [-3.29, -0.92, 1.19], [-4.16, -1.72, -0.23], [-3.81, 1.26, 0.29], [-5.67, -0.27, -1.54], [-5.28, 1.43, -1.97], [-6.00, 1.06, -0.36], [-3.11, 0.37, -2.42], [-2.23, -0.53, -1.19]],
  "lowdin_charge": [1.299, -0.086, -0.100, -0.276, -0.033, -0.024, -0.312, -0.038, 0.003, 0.033, 0.083, -0.220, -0.037, -0.018, -0.330, -0.135, -0.169, -0.037, -0.257, -0.036, -0.007, -0.079, 0.099, 0.084, 0.101, 0.099, 0.111, 0.115, 0.120, 0.107, 0.113, 0.113, 0.120, 0.118, 1.005, -0.399, -0.208, -0.313, -0.500, -0.294, -0.012, -0.056, -0.073, -0.103, -0.036, 0.061, 0.109, 0.105, 0.114, 0.109, 0.100, -0.078, -0.086, -0.246, 0.009, -0.002, -0.179, -0.037, -0.008, -0.217, 0.175, -0.178, -0.151, 0.169, -0.069, -0.032, -0.021, -0.229, 0.064, -0.121, -0.119, 0.107, -0.111, -0.043, -0.003, -0.107, 0.093, 0.100, 0.093, 0.123, 0.115, 0.112, 0.112, 0.149, 0.113, 0.131, 0.166, 0.113, 0.104, 0.130, -0.088, -0.485, -0.084, -0.259, 0.083, 0.052, 0.093, 0.091, 0.076, 0.076, 0.076, 0.056, 0.036],
  "total_charge": 0,
  "lumo_energy_ev": [-0.32, -1.99],
  "energy_ev": -82952.2301,
  "orbital_gap_ev": [4.9594, 4.7486],
  "de_lowest_kj_mol": 0.00,
  "e_homo_ev": [-5.28, -6.74],
  "spin_multiplicity": 6
}

{
  "formula": "C49H42N7OS2Sc",
  "method": "ωB97M-V/def2-TZVPD",
  "elements": ["Sc", "C", "C", "C", "C", "C", "C", "C", "C", "C", "C", "C", "C", "C", "C", "C", "N", "H", "H", "H", "H", "H", "H", "H", "H", "H", "H", "C", "C", "N", "C", "C", "C", "S", "N", "C", "O", "C", "C", "C", "C", "C", "C", "H", "H", "H", "H", "H", "H", "H", "H", "H", "H", "H", "H", "H", "H", "H", "N", "C", "C", "C", "C", "C", "C", "N", "C", "C", "C", "S", "C", "N", "H", "H", "H", "H", "H", "H", "H", "N", "C", "C", "C", "C", "C", "C", "C", "C", "C", "C", "C", "C", "H", "H", "H", "H", "H", "H", "H", "H", "H", "H"],
  "xyz": [[-0.11, 0.16, 0.14], [-0.50, -3.73, 2.43], [0.13, -3.56, 3.66], [0.69, -2.33, 3.97], [0.62, -1.27, 3.06], [0.00, -1.41, 1.81], [-0.55, -2.66, 1.54], [1.22, 0.04, 3.41], [1.56, 0.35, 4.77], [2.11, 1.55, 5.08], [2.38, 2.48, 4.05], [2.98, 3.74, 4.28], [3.24, 4.59, 3.25], [2.91, 4.21, 1.93], [2.33, 3.00, 1.68], [2.03, 2.11, 2.73], [1.42, 0.92, 2.45], [-0.95, -4.68, 2.18], [0.20, -4.38, 4.37], [1.21, -2.23, 4.92], [-1.06, -2.82, 0.60], [1.34, -0.36, 5.55], [2.35, 1.81, 6.10], [3.24, 4.01, 5.30], [3.70, 5.55, 3.43], [3.13, 4.87, 1.10], [2.10, 2.69, 0.67], [2.91, -0.96, -4.55], [3.78, -1.76, -3.59], [3.77, -1.21, -2.24], [4.89, -0.36, -1.86], [6.04, -1.17, -1.26], [2.77, -1.50, -1.39], [2.68, -0.82, 0.17], [1.90, -2.43, -1.85], [0.62, -2.34, -1.69], [-0.02, -1.30, -1.31], [-0.22, -3.53, -2.06], [-1.60, -3.40, -2.07], [-2.41, -4.49, -2.40], [-1.83, -5.71, -2.71], [-0.44, -5.84, -2.69], [0.36, -4.76, -2.37], [2.96, -1.38, -5.55], [3.23, 0.09, -4.58], [1.87, -0.98, -4.21], [4.81, -1.77, -3.93], [3.43, -2.79, -3.54], [4.54, 0.38, -1.14], [5.22, 0.17, -2.76], [5.69, -1.66, -0.35], [6.88, -0.52, -1.02], [6.38, -1.93, -1.96], [-2.04, -2.45, -1.83], [-3.48, -4.38, -2.41], [-2.45, -6.56, -2.96], [0.01, -6.80, -2.93], [1.44, -4.84, -2.35], [-4.73, -0.49, 0.15], [-4.68, -0.82, 1.49], [-5.66, -1.19, 2.40], [-5.25, -1.43, 3.69], [-3.90, -1.32, 4.06], [-2.93, -0.96, 3.15], [-3.32, -0.71, 1.84], [-2.59, -0.31, 0.72], [-3.47, -0.20, -0.24], [-3.08, 0.21, -1.58], [-3.79, 0.24, -2.73], [-2.78, 0.73, -4.02], [-1.46, 0.87, -2.93], [-1.77, 0.58, -1.70], [-5.55, -0.46, -0.43], [-6.70, -1.27, 2.11], [-5.98, -1.72, 4.43], [-3.62, -1.53, 5.08], [-1.89, -0.91, 3.44], [-4.83, -0.01, -2.90], [-0.48, 1.19, -3.24], [-0.96, 2.05, 1.24], [-1.90, 2.77, 0.45], [-3.22, 2.84, 0.87], [-4.19, 3.44, 0.07], [-3.82, 3.97, -1.15], [-2.49, 3.91, -1.56], [-1.50, 3.31, -0.78], [-0.10, 3.18, -1.32], [0.34, 4.21, -2.16], [1.53, 4.11, -2.86], [2.32, 2.98, -2.68], [1.92, 2.02, -1.76], [0.70, 2.04, -1.07], [-0.14, 2.60, 1.45], [-1.38, 1.76, 2.12], [-3.50, 2.41, 1.83], [-5.22, 3.48, 0.41], [-4.56, 4.44, -1.79], [-2.22, 4.29, -2.53], [-0.27, 5.10, -2.27], [1.84, 4.90, -3.53], [3.25, 2.88, -3.22], [2.59, 1.19, -1.58]],
  "lowdin_charge": [0.905, -0.081, -0.092, -0.053, -0.243, -0.214, -0.137, -0.215, 0.001, -0.007, -0.159, -0.040, -0.083, -0.060, -0.013, -0.208, 0.109, 0.100, 0.095, 0.094, 0.077, 0.099, 0.118, 0.111, 0.101, 0.107, 0.078, -0.063, -0.207, -0.122, -0.259, -0.073, -0.711, 0.766, 0.120, -0.429, -0.165, -0.129, -0.028, -0.078, -0.091, -0.080, -0.021, 0.074, 0.070, 0.068, 0.115, 0.111, 0.067, 0.119, 0.067, 0.075, 0.071, 0.099, 0.099, 0.099, 0.101, 0.110, 0.194, -0.180, -0.022, -0.088, -0.071, 0.006, -0.195, 0.152, -0.266, -0.312, -0.326, 1.074, -0.409, -0.002, 0.164, 0.108, 0.102, 0.105, 0.099, 0.078, 0.099, 0.051, -0.249, -0.043, -0.090, -0.087, -0.041, -0.138, -0.223, -0.061, -0.098, -0.095, -0.155, -0.178, 0.083, 0.104, 0.117, 0.102, 0.101, 0.108, 0.103, 0.096, 0.095, 0.027],
  "total_charge": 0,
  "lumo_energy_ev": 0.03,
  "energy_ev": -106349.4897,
  "orbital_gap_ev": 7.1484,
  "de_lowest_kj_mol": 25.54,
  "e_homo_ev": -7.12,
  "spin_multiplicity": 1
}